Record 1
Below is a single C23H25N3O4S molecule, with properties calculated with wB97M-V/def2-TZVPD.

HOMO energy = -8.632 eV
Structure (SMILES) = O=C(c1ccc(S(=O)(=O)NCc2ccco2)cc1)N1CCN(Cc2ccccc2)CC1
E_tot = -1754.83928 Ha
Orbital gap = 9.04 eV

Geometry (Å):
O (-1.065, -3.538, 0.320)
C (-0.767, -2.402, 0.004)
C (0.656, -1.924, 0.102)
C (1.602, -2.403, -0.799)
C (2.930, -2.035, -0.668)
C (3.301, -1.201, 0.368)
S (5.012, -0.702, 0.496)
O (5.228, -0.087, 1.774)
O (5.858, -1.781, 0.086)
N (5.043, 0.475, -0.718)
C (6.276, 0.523, -1.496)
C (7.432, 1.010, -0.688)
C (8.325, 0.342, 0.095)
C (9.139, 1.332, 0.697)
C (8.677, 2.526, 0.240)
O (7.640, 2.345, -0.597)
C (2.379, -0.733, 1.283)
C (1.050, -1.099, 1.151)
N (-1.666, -1.511, -0.461)
C (-1.404, -0.144, -0.834)
C (-2.186, 0.800, 0.083)
N (-3.599, 0.490, -0.009)
C (-4.430, 1.437, 0.715)
C (-5.884, 1.249, 0.372)
C (-6.265, 1.124, -0.959)
C (-7.595, 0.955, -1.294)
C (-8.562, 0.917, -0.303)
C (-8.191, 1.043, 1.024)
C (-6.857, 1.204, 1.359)
C (-3.839, -0.878, 0.418)
C (-3.076, -1.837, -0.491)
H (1.291, -3.066, -1.592)
H (3.688, -2.394, -1.345)
H (4.831, 1.371, -0.301)
H (6.107, 1.173, -2.358)
H (6.465, -0.499, -1.825)
H (8.378, -0.718, 0.228)
H (9.952, 1.173, 1.375)
H (8.985, 3.536, 0.423)
H (2.719, -0.103, 2.089)
H (0.318, -0.753, 1.867)
H (-1.749, 0.006, -1.864)
H (-0.335, 0.067, -0.782)
H (-1.809, 0.698, 1.118)
H (-2.029, 1.831, -0.240)
H (-4.123, 2.444, 0.410)
H (-4.287, 1.357, 1.807)
H (-5.504, 1.151, -1.724)
H (-7.881, 0.856, -2.331)
H (-9.602, 0.787, -0.564)
H (-8.940, 1.012, 1.802)
H (-6.571, 1.298, 2.398)
H (-3.519, -1.035, 1.465)
H (-4.909, -1.081, 0.350)
H (-3.445, -1.738, -1.517)
H (-3.191, -2.869, -0.156)

***

Record 2
Below is a single C23H25N3O5 molecule in a non-equilibrium geometry, with properties calculated with wB97M-V/def2-TZVPD.

HOMO energy = -7.800 eV
Structure (SMILES) = COc1ccc(-c2cc(C(=O)N3CCN(c4ccccc4OC)CC3)no2)cc1OC
E_tot = -1431.82981 Ha
Orbital gap = 8.40 eV

Geometry (Å):
C (2.554, -6.306, 1.746)
O (1.445, -6.009, 0.933)
C (0.950, -4.746, 0.947)
C (1.454, -3.696, 1.698)
C (0.873, -2.440, 1.644)
C (-0.231, -2.217, 0.832)
C (-0.846, -0.911, 0.762)
C (-0.561, 0.274, 1.395)
C (-1.501, 1.186, 0.862)
C (-1.477, 2.623, 1.230)
O (-1.038, 2.957, 2.317)
N (-1.881, 3.538, 0.312)
C (-2.364, 3.239, -1.014)
C (-1.171, 3.228, -2.006)
N (0.017, 3.780, -1.374)
C (0.900, 2.902, -0.739)
C (1.474, 3.184, 0.503)
C (2.338, 2.303, 1.126)
C (2.661, 1.098, 0.532)
C (2.156, 0.821, -0.724)
C (1.315, 1.710, -1.371)
O (0.902, 1.359, -2.653)
C (1.488, 2.146, -3.669)
C (-0.305, 5.047, -0.751)
C (-1.336, 4.875, 0.401)
N (-2.285, 0.579, 0.000)
O (-1.892, -0.712, -0.063)
C (-0.746, -3.270, 0.066)
C (-0.172, -4.524, 0.112)
O (-0.598, -5.604, -0.593)
C (-1.703, -5.448, -1.450)
H (3.430, -5.712, 1.466)
H (2.330, -6.146, 2.806)
H (2.765, -7.361, 1.579)
H (2.310, -3.846, 2.337)
H (1.282, -1.637, 2.234)
H (0.194, 0.500, 2.115)
H (-2.874, 2.278, -1.007)
H (-3.080, 4.022, -1.278)
H (-1.406, 3.837, -2.886)
H (-0.971, 2.211, -2.331)
H (1.226, 4.093, 1.023)
H (2.739, 2.561, 2.095)
H (3.313, 0.392, 1.024)
H (2.413, -0.093, -1.238)
H (1.057, 1.801, -4.608)
H (1.269, 3.209, -3.531)
H (2.574, 2.005, -3.692)
H (-0.732, 5.678, -1.538)
H (0.608, 5.528, -0.399)
H (-0.876, 4.977, 1.385)
H (-2.143, 5.608, 0.312)
H (-1.601, -3.071, -0.560)
H (-2.603, -5.160, -0.897)
H (-1.858, -6.423, -1.908)
H (-1.505, -4.708, -2.231)

***

Record 3
Below is a single C23H25N3O7S molecule in a non-equilibrium geometry, with properties calculated with wB97M-V/def2-TZVPD.

HOMO energy = -8.600 eV
Structure (SMILES) = CCOC(=O)c1cccc(NC(=O)CN(c2ccc(OC)cc2)S(=O)(=O)c2c(C)noc2C)c1
E_tot = -1980.56320 Ha
Orbital gap = 9.18 eV

Geometry (Å):
C (-7.821, -0.278, -0.445)
C (-7.363, 1.158, -0.660)
O (-6.144, 1.427, 0.030)
C (-5.009, 1.059, -0.584)
O (-4.980, 0.540, -1.672)
C (-3.805, 1.380, 0.225)
C (-3.912, 1.855, 1.529)
C (-2.763, 2.138, 2.246)
C (-1.519, 1.957, 1.671)
C (-1.407, 1.485, 0.363)
N (-0.117, 1.335, -0.148)
C (0.268, 0.900, -1.370)
O (-0.457, 0.596, -2.289)
C (1.802, 0.812, -1.489)
N (2.386, -0.039, -0.474)
C (1.887, -1.357, -0.330)
C (1.173, -1.723, 0.799)
C (0.715, -3.020, 0.953)
C (0.952, -3.965, -0.040)
O (0.548, -5.260, 0.004)
C (-0.183, -5.703, 1.123)
C (1.661, -3.587, -1.183)
C (2.129, -2.300, -1.324)
S (3.087, 0.711, 0.828)
O (2.231, 1.756, 1.340)
O (3.547, -0.287, 1.740)
C (4.484, 1.459, 0.055)
C (4.779, 2.819, -0.253)
C (3.924, 4.006, -0.019)
N (5.958, 2.892, -0.809)
O (6.464, 1.634, -0.885)
C (5.592, 0.767, -0.369)
C (5.898, -0.677, -0.335)
C (-2.557, 1.191, -0.360)
H (-7.095, -0.964, -0.873)
H (-7.923, -0.487, 0.617)
H (-8.781, -0.431, -0.931)
H (-8.085, 1.868, -0.248)
H (-7.216, 1.350, -1.728)
H (-4.886, 1.997, 1.969)
H (-2.835, 2.504, 3.259)
H (-0.620, 2.180, 2.228)
H (0.626, 1.582, 0.507)
H (2.040, 0.426, -2.485)
H (2.240, 1.806, -1.374)
H (0.988, -0.991, 1.570)
H (0.168, -3.275, 1.846)
H (-1.125, -5.156, 1.228)
H (0.398, -5.610, 2.045)
H (-0.396, -6.754, 0.936)
H (1.834, -4.328, -1.947)
H (2.678, -2.018, -2.209)
H (3.210, 3.793, 0.772)
H (3.380, 4.258, -0.929)
H (4.544, 4.859, 0.246)
H (5.368, -1.131, 0.498)
H (5.567, -1.152, -1.258)
H (6.970, -0.827, -0.236)
H (-2.497, 0.821, -1.371)

***

Record 4
Below is a molecular structure, C23H25N4OReS in a non-equilibrium geometry, with properties calculated with wB97M-V/def2-TZVPD.

HOMO energy (alpha / beta) = -11.137 / -10.969 eV
Expectation value of S² = 0.793
Multiplicity = 2
Charge = +1
E_tot = -1661.91432 Ha
Orbital gap (alpha / beta) = 7.16 / 6.84 eV

Geometry (Å):
Re (0.015, -0.007, 0.108)
O (-1.792, -0.627, -0.513)
N (-2.139, -0.581, -1.822)
C (-3.320, -1.143, -2.159)
C (-3.742, -1.116, -3.453)
C (-2.934, -0.500, -4.416)
C (-1.734, 0.057, -4.045)
C (-1.314, 0.009, -2.711)
S (0.192, 0.650, -2.159)
H (-3.867, -1.591, -1.343)
H (-4.689, -1.568, -3.710)
H (-3.251, -0.464, -5.451)
H (-1.081, 0.538, -4.761)
C (2.323, -3.183, 0.394)
C (3.474, -2.173, 0.301)
C (3.538, -1.489, -1.069)
C (3.515, -1.200, 1.468)
C (4.404, -1.478, 2.496)
C (4.581, -0.605, 3.558)
C (3.922, 0.615, 3.563)
C (3.020, 0.962, 2.568)
C (2.495, 2.393, 2.561)
C (2.923, 3.100, 1.266)
C (0.995, 2.580, 2.819)
C (2.739, -0.010, 1.566)
N (1.644, 0.184, 0.751)
H (2.409, -3.915, -0.413)
H (1.355, -2.699, 0.296)
H (2.350, -3.722, 1.344)
H (4.392, -2.754, 0.401)
H (2.630, -0.932, -1.291)
H (3.667, -2.242, -1.849)
H (4.384, -0.801, -1.119)
H (4.990, -2.390, 2.448)
H (5.266, -0.855, 4.361)
H (4.119, 1.328, 4.357)
H (3.007, 2.882, 3.392)
H (2.413, 2.666, 0.403)
H (4.000, 3.013, 1.109)
H (2.670, 4.161, 1.313)
H (0.394, 2.207, 1.998)
H (0.782, 3.645, 2.934)
H (0.688, 2.077, 3.743)
N (-2.225, -0.846, 7.201)
C (-1.915, -0.748, 6.099)
C (-1.517, -0.621, 4.718)
C (-0.479, -1.391, 4.214)
C (-0.108, -1.223, 2.897)
N (-0.706, -0.336, 2.089)
C (-1.720, 0.397, 2.577)
C (-2.157, 0.281, 3.878)
H (0.037, -2.107, 4.838)
H (0.704, -1.797, 2.469)
H (-2.175, 1.105, 1.900)
H (-2.975, 0.890, 4.235)

***

In order of appearance, energy relative to the best compared isomer or geometry (same formula, charge and spin) = 2.501; 4.496; 1.960; 0.214 eV.